1 | 18
Properties=species:S:1:pos:R:3 method="wB97M-V/def2-TZVPD" smiles="C/C=C/C.O.O" charge=0 homo_lumo_gap_ha=0.3679 mol_weight_g_mol=92.138
O -2.7048 1.3897 -0.6315
O 2.2408 -1.9844 0.2459
C -0.8287 -1.0634 1.2603
C 0.2547 0.2715 -0.5531
C 0.1827 -0.0246 0.7393
C 1.0636 1.4568 -1.0021
H 1.3341 -2.1123 0.4467
H -1.8833 -0.6309 1.3886
H 2.1400 1.3789 -0.9880
H -0.3841 -0.2309 -1.3008
H -1.8954 1.6036 -0.8299
H -0.4812 -1.3592 2.2453
H -3.1451 1.2379 -1.4328
H 2.4646 -1.6634 1.0957
H 0.9753 2.3421 -0.3267
H 0.8325 1.7283 -2.0068
H -0.8000 -1.9465 0.5549
H 0.5209 0.5679 1.5724

=====

2 | 18
Properties=species:S:1:pos:R:3 method="wB97M-V/def2-TZVPD" smiles=CC[C@H](C)O.O charge=0 homo_lumo_gap_ha=0.4141 mol_weight_g_mol=92.138
O 0.6468 -0.2250 1.1513
O -2.0929 -1.4021 1.5455
C -1.0182 1.8730 0.0084
C 0.9773 0.1567 -0.2093
C 1.5800 -1.0058 -0.9164
C -0.3846 0.6414 -0.7243
H 1.4572 -0.6667 1.4808
H -1.0526 -0.2404 -0.7652
H -1.3472 1.6816 1.0437
H -1.3637 -1.4242 0.8852
H 2.5919 -1.1547 -0.5034
H 1.6517 -0.9629 -2.0162
H -1.9101 2.0357 -0.6197
H -1.8746 -2.1216 2.1803
H -0.4077 2.7916 -0.0026
H -0.1324 0.9212 -1.7652
H 1.7239 0.9734 -0.1350
H 0.9555 -1.8713 -0.6380

=====

3 | 18
Properties=species:S:1:pos:R:3 method="wB97M-V/def2-TZVPD" smiles=CC(C)O.CO charge=0 homo_lumo_gap_ha=0.4002 mol_weight_g_mol=92.138
O 1.3400 -0.1273 -0.1568
O -1.4243 1.8761 -2.0713
C -1.7794 0.4811 -1.9903
C 0.8091 -2.0136 1.2797
C 0.5754 0.3507 2.1750
C 0.4292 -0.5399 0.9050
H 0.5724 -2.4751 2.2717
H 1.9689 -2.1122 1.2670
H -0.0891 1.3053 2.2462
H -0.5349 1.9583 -2.5762
H 2.1902 -0.0675 0.2372
H -0.4254 -0.3896 0.2280
H 0.3558 -0.2251 3.0383
H -2.1619 0.1161 -1.0299
H -2.5986 0.4970 -2.7748
H 1.7000 0.5282 2.3930
H 0.4304 -2.6721 0.4641
H -0.9389 -0.1235 -2.1564

=====

Most stable: 2 (next structure +0.0520 hartree)

=====

1 | 13
Properties=species:S:1:pos:R:3 method="wB97M-V/def2-TZVPD" charge=0 homo_lumo_gap_ha=0.2961 mol_weight_g_mol=106.061
P 0.6569 -1.3474 -0.4323
O -0.7853 0.2742 1.9604
O -2.0966 -0.2869 0.2944
C -1.0396 -0.6086 1.0625
C 0.5223 1.3290 -1.0103
C 1.0953 0.3865 -0.2807
H 1.6924 -1.9186 0.4636
H -2.1532 -1.0919 -0.2071
H 1.4453 -1.5039 -1.7135
H -0.0935 0.9189 -1.7885
H 0.5132 2.4251 -0.8108
H 1.7127 0.4933 0.6591
H -1.4698 0.9304 1.8031

=====

2 | 13
Properties=species:S:1:pos:R:3 method="wB97M-V/def2-TZVPD" charge=0 homo_lumo_gap_ha=0.2463 mol_weight_g_mol=106.061
P -2.9429 0.0054 -0.5010
O -3.5848 -0.9459 0.3919
O -0.4089 -1.4082 0.1935
C -0.4836 -0.1323 -0.1649
C -0.3806 0.9209 0.9729
C 0.3318 0.3725 -1.3229
H -1.0467 0.6499 1.7752
H -1.2200 -1.7167 0.6180
H 0.5964 1.1551 1.3337
H -0.7742 1.9066 0.6014
H 0.3833 -0.2602 -2.1396
H -0.0918 1.2954 -1.6474
H 1.3282 0.4988 -1.0454

=====

Most stable: 2 (next structure +0.0834 hartree)

=====

1 | 17
Properties=species:S:1:pos:R:3 method="wB97M-V/def2-TZVPD" smiles="C=C1CPOC=C1C" charge=0 homo_lumo_gap_ha=0.3353 mol_weight_g_mol=128.111
P -0.7808 0.8832 2.5986
O -0.9732 2.0704 1.4583
C 1.1330 -1.3754 0.0789
C -0.6245 1.8459 0.1543
C 0.0646 0.8081 -0.3220
C 0.6277 0.4902 -1.6767
C 0.2414 -0.4639 0.4249
C -0.8846 -0.6255 1.4899
H 1.6810 0.6633 -1.4475
H 1.0493 -2.3598 0.6140
H 0.3961 1.3519 -2.3621
H -2.1811 0.8128 2.9916
H -0.8148 2.7122 -0.5754
H 1.9511 -1.2910 -0.6324
H -0.9071 -1.4428 2.0784
H 0.2987 -0.5163 -2.1273
H -1.9625 -0.6653 1.0903

=====

2 | 17
Properties=species:S:1:pos:R:3 method="wB97M-V/def2-TZVPD" smiles=CPCc1ccco1 charge=0 homo_lumo_gap_ha=0.3070 mol_weight_g_mol=128.111
P -2.1932 0.6838 -0.1514
O 1.2682 -1.0175 -0.4788
C -2.4895 -0.9171 0.7134
C 2.3428 -0.7889 0.3096
C -0.4565 0.3889 -1.5848
C 2.3836 0.5117 0.6882
C 1.3292 1.2050 -0.0053
C 0.6958 0.2412 -0.7134
H -0.3859 1.3801 -2.0337
H 1.1029 2.2575 -0.1692
H -3.3237 -1.5114 0.2393
H 3.0690 1.0522 1.2636
H -1.5885 -1.7281 0.7358
H -2.7964 -0.9284 1.7291
H -1.2113 1.1577 0.8049
H -0.7818 -0.4865 -2.0313
H 3.0353 -1.5001 0.6839

=====

Most stable: 1 (next structure +0.0137 hartree)

=====

1 | 54
Properties=species:S:1:pos:R:3 method="wB97M-V/def2-TZVPD" charge=-2 homo_lumo_gap_ha=0.2250 mol_weight_g_mol=593.148
Cs 0.0299 1.8015 0.1250
O -2.2150 5.9368 -0.3326
O -0.8484 4.1554 -0.2153
O -7.1982 5.1611 -0.0554
O -7.9055 3.0331 0.1893
N 2.5633 -1.0985 1.6681
N 2.5693 -1.3413 -0.9252
N -1.1406 -3.2991 -0.9147
N 3.3827 1.5541 0.0804
N 4.0455 0.3931 0.2205
N -2.9316 2.4762 0.0865
N -1.4464 -1.5086 0.3485
N 1.5859 -0.5900 -1.4479
N 1.6999 -0.1745 2.1213
C 5.6030 1.9533 0.0791
C 1.3239 -0.5796 3.3257
C 4.3085 2.4966 -0.0064
C -1.9778 4.7276 -0.2161
C -0.5989 -2.3765 0.9912
C -1.7321 -2.0844 -0.7893
C -4.4884 4.2908 -0.0569
C 2.7335 -2.0774 2.5814
C 2.0392 -2.3009 -2.8446
C -7.0413 3.9315 0.0707
C 1.2532 -1.1620 -2.5955
C -5.2937 2.0809 0.2344
C -5.5727 3.4355 0.0831
C 1.9456 -1.7909 3.6753
C 5.3791 0.6016 0.2222
C -3.1894 3.7840 -0.0527
C -1.1987 -4.1693 -2.0641
C -3.9774 1.6578 0.2322
C -0.3821 -3.4785 0.2168
C 2.8627 -2.3741 -1.7407
B 3.3747 -0.9892 0.3520
H 4.2564 -1.8139 0.4256
H -4.6307 5.3548 -0.1755
H 1.8413 -2.3631 4.5818
H -1.0835 -5.2041 -1.7432
H 4.0184 3.5295 -0.1240
H -2.3786 -1.6799 -1.5535
H 3.4063 -2.8984 2.3966
H -6.1187 1.3901 0.3484
H 6.0701 -0.2185 0.3244
H 2.0275 -2.9515 -3.7037
H -0.4085 -3.9282 -2.7743
H -3.7306 0.6043 0.3507
H -2.1682 -4.0657 -2.5500
H 0.2269 -4.3542 0.3626
H 0.4779 -0.7279 -3.2094
H 6.5498 2.4655 0.0419
H 0.6147 0.0037 3.8934
H -0.1756 -2.1457 1.9535
H 3.6436 -3.0731 -1.4916

=====

2 | 54
Properties=species:S:1:pos:R:3 method="wB97M-V/def2-TZVPD" charge=-2 homo_lumo_gap_ha=0.2389 mol_weight_g_mol=593.148
Cs -0.8818 0.3567 0.1992
O -1.8312 -0.0261 -7.5419
O -3.9669 -0.0514 -6.7951
O -3.0116 -0.4489 -0.5267
O -4.7154 0.2169 -1.8428
N 0.2226 0.7675 3.2211
N -0.6145 -4.9602 -0.3050
N 2.3984 0.8012 1.0037
N -1.2486 0.0461 -2.5792
N 1.0822 3.5048 1.9183
N 1.0867 1.6806 3.7042
N 2.8832 1.6936 1.8903
N -0.1617 -2.9266 0.4319
N 0.2120 3.0298 1.0083
C -0.8537 0.1198 -4.9474
C -0.5281 -3.6375 -0.6032
C -2.2195 0.0840 -5.2130
C 1.0649 1.7032 5.0544
C -3.0780 0.0560 -4.1247
C -0.9983 -6.0218 -1.2156
C 4.2349 1.7024 1.8815
C -0.2683 -5.0900 1.0229
C -3.5307 -0.0743 -1.6215
C -2.5668 0.0232 -2.8259
C -0.4247 0.1081 -3.6335
C 3.4607 0.2451 0.4345
C -2.7307 0.0666 -6.6729
C 1.0617 4.8559 1.9451
C 0.1476 0.7669 5.4831
C -0.3590 4.0922 0.4562
C 0.1394 5.2883 1.0144
C 0.0085 -3.8248 1.4586
C 4.6614 0.7776 0.9518
C -0.3485 0.2128 4.2842
B 1.9635 2.5665 2.7794
H 0.6367 0.1414 -3.4009
H 0.3092 -3.5013 2.4435
H 2.6681 3.2585 3.4860
H -4.1487 0.0463 -4.2675
H -0.7801 -3.2391 -1.5793
H -0.9304 -6.9734 -0.6950
H -1.1020 3.9627 -0.3195
H -0.3367 -6.0498 -2.0802
H 1.7014 5.4057 2.6187
H -0.1286 6.3046 0.7726
H 3.3232 -0.5154 -0.3221
H -0.1231 0.5252 6.4989
H -2.0219 -5.8846 -1.5620
H 5.6767 0.5286 0.6867
H -1.0943 -0.5587 4.1480
H 1.6978 2.3809 5.6073
H -0.2636 -6.0481 1.5169
H -0.1622 0.1501 -5.7784
H 4.7889 2.3622 2.5318

=====

Most stable: 1 (next structure +0.0273 hartree)

=====

1 | 16
Properties=species:S:1:pos:R:3 method="wB97M-V/def2-TZVPD" charge=+1 homo_lumo_gap_ha=0.4160 mol_weight_g_mol=175.543
Rb 0.7116 -0.8871 -0.3362
O 0.0496 -0.7061 2.3807
O -1.2824 1.2489 -0.0672
O 0.4976 1.7819 -1.8813
O -0.5054 -3.4701 -1.2402
O 1.9916 1.2219 0.8457
H -1.4354 -3.6751 -1.1272
H -1.7684 1.6879 -0.7713
H -0.8444 -0.6281 2.0787
H -1.3464 1.8979 0.6608
H -0.0004 1.5179 -2.6433
H -0.5514 -2.9101 -2.0542
H 0.1576 -1.6381 2.6068
H 1.5586 1.3969 1.6518
H 2.8686 1.5339 1.0258
H -0.1004 1.6279 -1.1292

=====

2 | 16
Properties=species:S:1:pos:R:3 method="wB97M-V/def2-TZVPD" charge=+1 homo_lumo_gap_ha=0.4062 mol_weight_g_mol=175.543
Rb 7.0901 -2.2131 -10.1678
O 6.2327 -4.9409 -10.8056
O 4.4180 -2.5642 -9.1357
O 5.7253 0.4029 -10.3644
O 6.5667 -4.3903 -7.9390
O 9.4286 -0.5730 -10.6492
H 5.8655 -4.3821 -11.4973
H 6.1482 1.1362 -9.9009
H 3.7463 -2.5733 -8.4386
H 4.9510 0.1825 -9.8297
H 5.7609 -3.8576 -7.9542
H 6.5275 -4.8320 -8.8002
H 9.6847 0.3148 -10.9257
H 3.9579 -2.9687 -9.8845
H 10.2622 -0.9997 -10.4133
H 6.5594 -5.7300 -11.2594

=====

Most stable: 2 (next structure +0.0197 hartree)

=====

1 | 15
Properties=species:S:1:pos:R:3 method="wB97M-V/def2-TZVPD" charge=0 homo_lumo_gap_ha=0.3628 mol_weight_g_mol=105.116
F 1.9197 0.7671 0.3049
N -1.0784 -0.2692 -0.7483
N -0.4441 -0.8209 0.4002
N 0.7542 -0.8209 -2.1295
C 0.7719 1.1931 0.9666
C -0.0323 0.0660 1.4479
C -0.4584 -0.5018 -1.9499
H 1.4025 -0.8264 -1.3621
H 1.1281 1.8492 1.7715
H 0.1864 1.7412 0.2455
H -2.1222 -0.2233 -0.7967
H -1.1143 -0.3271 -2.7997
H 0.6169 -0.5070 2.0706
H -0.9066 0.5224 2.0414
H -0.6234 -1.8424 0.5376

=====

2 | 15
Properties=species:S:1:pos:R:3 method="wB97M-V/def2-TZVPD" charge=0 homo_lumo_gap_ha=0.3511 mol_weight_g_mol=105.116
F -1.3858 0.9813 -1.5797
N 0.1237 0.7970 0.8468
N 0.9425 -0.1176 0.2028
N -0.0012 -0.6937 2.7074
C 0.6493 -0.2668 -1.2236
C -0.3407 0.3847 2.1005
C -0.7808 -0.3098 -1.5277
H -0.8918 -0.6984 -2.5721
H 0.5154 -1.2346 1.9982
H -1.0473 1.0764 2.6080
H -0.4243 1.3860 0.2291
H -1.4326 -0.8755 -0.8364
H 1.1696 0.5399 -1.7954
H 1.8771 0.2735 0.3093
H 1.0269 -1.2423 -1.4673

=====

Most stable: 2 (next structure +0.0037 hartree)